The following is a DFT calculation (wB97M-V/def2-TZVPD) of C46H108N7O8Y as an isolated structure in a non-equilibrium geometry.

CARTESIAN COORDINATES (ANGSTROEM)
Y: 0.405 -0.119 6.032
C: -3.937 0.776 0.995
C: -2.554 0.377 0.617
C: -1.977 1.164 -0.454
O: -1.732 0.305 1.770
H: -4.609 0.982 0.161
H: -3.984 1.543 1.767
H: -4.471 -0.028 1.500
H: -2.597 -0.652 0.262
H: -1.725 2.160 -0.089
H: -2.572 1.203 -1.367
H: -1.016 0.711 -0.697
C: -4.758 -6.976 1.959
C: -3.948 -7.090 3.250
C: -3.891 -8.523 3.853
O: -3.447 -8.385 5.153
C: -3.943 -9.430 5.912
N: -2.572 -6.591 2.889
H: -4.225 -7.515 1.177
H: -4.927 -5.932 1.693
H: -5.736 -7.396 2.192
H: -4.236 -6.248 3.879
H: -3.298 -9.115 3.156
H: -4.884 -8.972 3.825
H: -4.902 -9.214 6.383
H: -3.311 -9.505 6.797
H: -3.860 -10.453 5.547
H: -2.741 -5.999 2.089
H: -2.095 -7.340 2.409
C: -0.872 -4.586 10.414
C: -0.995 -4.000 9.048
C: -2.483 -3.554 8.764
O: -2.386 -2.570 7.707
C: -3.670 -2.276 7.285
N: -0.160 -2.866 9.153
H: 0.031 -5.181 10.548
H: -1.686 -5.311 10.421
H: -1.009 -3.849 11.206
H: -0.507 -4.551 8.244
H: -2.685 -3.010 9.686
H: -3.172 -4.372 8.553
H: -3.927 -2.862 6.402
H: -3.605 -1.254 6.910
H: -4.526 -2.365 7.955
H: -0.390 -2.498 10.064
H: 0.686 -3.408 9.259
C: 4.134 -4.417 3.252
C: 3.644 -3.043 3.444
C: 3.753 -2.154 2.293
O: 3.536 -0.946 2.904
C: 3.819 0.022 1.958
N: 2.309 -3.036 4.022
H: 3.770 -4.871 2.331
H: 3.703 -5.085 3.998
H: 5.202 -4.639 3.251
H: 4.366 -2.584 4.120
H: 3.003 -2.348 1.526
H: 4.708 -2.293 1.786
H: 4.903 0.109 2.032
H: 3.618 1.056 2.239
H: 3.420 0.034 0.944
H: 1.663 -3.274 3.283
H: 2.225 -3.838 4.629
C: 5.334 3.838 7.513
C: 3.900 3.283 7.321
C: 3.231 4.191 6.235
O: 2.106 3.577 5.746
C: 1.358 4.354 4.731
N: 3.909 1.900 6.878
H: 5.885 3.417 8.354
H: 5.313 4.927 7.504
H: 5.929 3.545 6.648
H: 3.298 3.261 8.230
H: 3.926 4.459 5.439
H: 3.012 5.152 6.701
H: 1.658 4.346 3.683
H: 1.388 5.431 4.896
H: 0.350 3.947 4.649
H: 4.272 1.301 7.605
H: 4.629 1.932 6.170
C: 0.052 -8.164 -3.482
C: 0.339 -6.883 -4.364
C: 0.869 -7.303 -5.787
C: -0.298 -7.814 -6.721
C: -1.295 -6.707 -6.938
C: -1.922 -6.274 -5.596
N: -0.902 -6.047 -4.542
O: -1.360 -5.589 -3.260
C: -2.766 -4.933 -5.872
C: -2.954 -7.324 -5.083
C: 1.408 -6.004 -3.699
H: -0.375 -8.979 -4.066
H: -0.740 -7.981 -2.756
H: 0.926 -8.588 -2.986
H: 1.474 -6.483 -6.177
H: 1.539 -8.131 -5.556
H: -0.863 -8.670 -6.350
H: 0.169 -8.173 -7.638
H: -2.060 -7.162 -7.567
H: -0.862 -5.900 -7.529
H: -3.626 -4.941 -6.542
H: -3.035 -4.373 -4.976
H: -2.037 -4.223 -6.260
H: -3.539 -7.113 -4.188
H: -3.701 -7.641 -5.811
H: -2.382 -8.197 -4.767
H: 2.394 -6.459 -3.602
H: 1.011 -5.595 -2.770
H: 1.681 -5.066 -4.181
H: -1.332 -4.645 -3.433
C: 6.599 0.314 -8.647
C: 5.830 0.901 -7.458
C: 6.592 0.323 -6.273
C: 6.165 0.863 -4.915
C: 6.374 2.404 -5.011
C: 5.714 3.219 -6.240
N: 5.950 2.488 -7.479
O: 5.297 3.033 -8.560
C: 4.168 3.372 -5.913
C: 6.356 4.593 -6.327
C: 4.361 0.481 -7.339
H: 7.658 0.563 -8.724
H: 6.279 0.649 -9.634
H: 6.555 -0.775 -8.630
H: 6.533 -0.761 -6.375
H: 7.618 0.684 -6.336
H: 6.803 0.609 -4.068
H: 5.133 0.665 -4.626
H: 7.439 2.632 -5.034
H: 5.954 2.834 -4.102
H: 3.784 2.667 -5.175
H: 3.790 4.337 -5.576
H: 3.576 3.187 -6.810
H: 6.057 5.196 -7.185
H: 6.130 5.108 -5.393
H: 7.385 4.259 -6.457
H: 4.279 -0.547 -7.692
H: 3.794 1.116 -8.020
H: 3.843 0.680 -6.401
H: 6.042 3.253 -9.123
C: -5.600 12.815 -0.812
C: -4.975 11.452 -1.323
C: -3.424 11.556 -1.064
C: -2.617 10.301 -1.037
C: -3.300 9.246 -0.116
C: -4.797 8.999 -0.485
N: -5.444 10.318 -0.513
O: -6.790 10.184 -0.464
C: -5.032 8.175 -1.804
C: -5.241 8.161 0.707
C: -5.176 11.262 -2.801
H: -5.589 13.626 -1.541
H: -5.027 13.067 0.080
H: -6.625 12.624 -0.493
H: -3.045 12.319 -1.744
H: -3.418 11.894 -0.028
H: -1.575 10.536 -0.821
H: -2.607 9.909 -2.054
H: -3.204 9.670 0.883
H: -2.705 8.367 -0.365
H: -6.016 8.430 -2.197
H: -4.563 8.609 -2.687
H: -4.895 7.094 -1.785
H: -4.478 7.389 0.806
H: -5.153 8.796 1.588
H: -6.230 7.712 0.616
H: -4.448 10.538 -3.168
H: -5.202 12.154 -3.426
H: -6.071 10.666 -2.976
H: -7.005 10.366 0.454

Atomic forces in eV per Å
Y 0.577 -0.315 0.072
C -2.311 -0.678 1.244
C 1.028 0.568 3.027
C 1.891 0.830 -1.372
O -1.131 -0.495 -1.843
H 0.441 0.413 -0.236
H 0.360 0.484 -0.489
H 0.191 -0.403 0.069
H -0.047 -1.134 0.060
H -0.310 0.210 -0.149
H -0.113 0.068 0.198
H 0.123 0.078 -0.303
C -0.634 -0.717 1.091
C 1.278 1.014 -1.421
C -1.107 2.648 -1.373
O 0.462 -0.700 -0.264
C 0.797 -0.684 2.901
N 0.133 -0.550 0.002
H -0.395 -0.034 -0.235
H 0.241 -0.026 -0.125
H -0.235 -0.183 -0.639
H -0.764 -0.879 0.901
H 0.637 -0.353 0.298
H -0.293 0.081 0.057
H -0.568 -0.075 -0.688
H 0.325 0.192 0.185
H -0.350 0.179 -0.893
H 0.078 0.707 0.026
H 0.416 -0.579 0.189
C -1.466 -2.776 -0.243
C -1.792 -0.054 -0.456
C 3.294 0.584 -0.057
O -0.264 -1.403 1.405
C -0.794 1.111 -2.181
N 1.444 2.158 -1.171
H 0.161 0.329 0.119
H -0.131 -0.355 0.966
H -0.031 -0.135 -0.040
H -0.813 -0.805 -0.047
H -0.914 -0.076 0.116
H 0.031 0.114 -0.065
H -0.098 -0.381 -0.087
H -0.465 0.292 0.109
H 0.474 0.021 0.649
H 0.537 0.779 0.077
H 1.081 1.105 0.361
C -0.065 -2.659 -0.799
C 1.301 -0.844 1.479
C -0.666 -1.237 -0.396
O -1.210 1.821 -0.839
C 1.911 3.075 0.276
N -0.795 0.326 0.330
H -0.149 0.111 -0.368
H 0.166 0.026 0.337
H 0.124 0.660 0.100
H -0.335 0.126 0.654
H -0.373 -0.099 -0.217
H 0.441 0.443 0.175
H 0.478 -0.207 -1.303
H -0.921 -0.066 0.959
H -0.060 -1.228 -0.058
H -0.335 0.156 -0.357
H 0.104 -0.047 0.389
C -0.454 -0.295 -0.227
C 0.072 0.813 -0.315
C 1.044 0.122 1.133
O -2.422 0.159 -2.204
C 0.314 -0.184 0.327
N -0.019 -0.314 -0.636
H -0.331 0.276 0.296
H 0.178 0.002 0.429
H -0.048 0.025 -0.290
H 0.046 0.635 0.114
H 0.400 -0.402 -0.264
H -0.295 0.179 0.263
H 1.187 -0.897 -0.016
H -0.377 -0.037 0.882
H -0.088 0.215 0.714
H 0.132 -0.023 0.230
H 0.077 -0.815 -0.542
C -0.579 0.310 -0.527
C -0.279 -0.156 -0.733
C -1.540 -1.025 1.202
C 1.681 0.576 0.477
C -0.004 -0.634 0.076
C -2.757 0.909 0.627
N 1.392 0.081 -0.475
O -0.232 -0.480 -1.397
C 2.097 0.543 0.657
C 0.486 -0.978 0.209
C -0.098 0.905 0.438
H 0.172 0.055 -0.441
H 0.303 0.368 0.298
H 0.144 0.389 -0.009
H -0.349 -0.013 -0.457
H 0.221 -0.022 -0.250
H 0.447 -0.130 0.528
H -0.175 0.208 -0.233
H -0.474 0.418 0.096
H 0.019 0.321 0.395
H 0.185 -0.699 0.051
H -0.496 -0.677 0.451
H 0.081 0.031 -0.675
H 0.291 0.906 0.029
H 0.262 0.143 -0.384
H -0.102 -0.336 -0.274
H -0.322 -0.621 0.425
H 0.309 -0.665 0.511
H -0.531 -0.045 -1.018
H -0.153 0.327 0.406
C -0.358 0.347 -1.209
C 0.315 1.697 0.769
C 0.261 0.630 1.058
C -0.178 1.771 -0.488
C -0.730 0.654 -0.859
C -2.062 -1.025 1.456
N 1.429 -2.999 1.477
O -0.404 0.207 -0.444
C -0.391 -0.382 -0.620
C 0.346 -1.059 -0.034
C -0.182 0.631 -1.460
H 0.109 0.221 0.907
H -0.741 -0.079 0.023
H -0.209 0.001 0.004
H 0.198 -0.026 0.179
H 0.325 -0.520 -0.384
H 0.066 -0.657 -0.210
H -0.050 -0.220 -0.131
H 0.144 -0.144 0.066
H 0.121 0.338 0.001
H 0.317 -0.263 0.092
H 0.705 0.334 0.090
H 0.103 -0.048 -0.174
H -0.222 -0.176 0.085
H 0.479 0.192 -0.089
H 0.491 1.090 0.213
H -0.292 -0.093 0.316
H -0.073 -0.216 -0.452
H 0.636 -0.430 0.287
H -0.153 0.221 -0.470
C 0.120 -1.714 0.426
C 1.338 0.840 0.190
C -1.311 0.742 1.159
C -1.040 -0.629 -1.205
C 0.959 1.377 -2.306
C 1.343 -0.215 -0.357
N 1.715 0.040 0.553
O -1.740 -0.021 -0.305
C -0.384 1.489 -0.670
C -0.241 0.238 0.015
C -0.747 -1.565 -0.882
H 0.189 -0.251 -0.015
H -0.161 0.409 -0.037
H -0.083 0.205 -0.205
H 0.156 0.063 0.168
H 0.436 0.653 0.049
H -0.049 -0.211 0.446
H 0.169 -0.336 -0.208
H -0.109 -0.715 0.289
H -0.250 -0.474 0.966
H -0.770 -0.599 0.813
H 1.231 -0.273 0.303
H 0.087 0.180 0.337
H -0.255 -0.248 0.080
H -0.317 -0.132 0.207
H 0.022 0.105 0.031
H 0.530 0.486 -0.245
H 0.146 -0.007 0.270
H -0.608 0.528 -0.050
H -0.379 0.037 0.181

## Properties
**LUMO level**: -9.58 eV
**Charge**: +2